Density functional theory data (ωB97M-V/def2-TZVPD) for a structure of composition C37H31Cl3FeGeP2Si.

Last column: Löwdin spin population.
Positions of all 76 atoms, in Å:
Fe 0.3264 0.9168 0.8330  3.6693
C 2.1690 1.2976 -1.7254  0.0093
Si 1.2591 -0.2870 -1.4200  -0.0091
C -0.3418 -0.6632 -2.2620  -0.0021
C -0.3978 -1.7504 -3.1377  -0.0015
C -1.5759 -2.0521 -3.8089  0.0008
C -2.7117 -1.2858 -3.5977  -0.0006
C -2.6790 -0.2096 -2.7173  0.0010
C -1.4990 0.1026 -2.0589  0.0026
P -1.3656 1.4812 -0.8942  0.0305
C -3.0232 1.7512 -0.2346  0.0047
C -3.6256 0.7428 0.5207  0.0016
C -4.9113 0.9133 0.9986  0.0000
C -5.6000 2.0930 0.7345  0.0022
C -5.0051 3.0960 -0.0135  0.0000
C -3.7164 2.9289 -0.5037  0.0027
C -0.9279 2.9437 -1.8550  0.0070
C -0.9968 2.9556 -3.2463  0.0025
C -0.6798 4.1157 -3.9404  0.0002
C -0.3005 5.2573 -3.2522  0.0017
C -0.2320 5.2510 -1.8639  -0.0001
C -0.5411 4.0961 -1.1664  0.0019
C 2.4017 -1.7299 -1.2973  0.0003
C 3.1399 -2.3603 -2.3034  0.0000
C 3.9602 -3.4263 -1.9763  0.0000
C 4.0601 -3.8736 -0.6579  0.0002
C 3.3399 -3.2586 0.3499  0.0008
C 2.5130 -2.1905 0.0108  0.0030
P 1.4551 -1.3011 1.1580  0.0137
C 0.1012 -2.3615 1.6616  0.0049
C -1.1208 -2.2704 0.9970  0.0043
C -2.1464 -3.1456 1.3112  0.0005
C -1.9493 -4.1191 2.2824  0.0002
C -0.7296 -4.2202 2.9376  0.0007
C 0.3003 -3.3445 2.6314  0.0006
C 2.4621 -0.8244 2.5606  0.0036
C 1.9478 -0.7612 3.8553  0.0034
C 2.7793 -0.3934 4.9014  -0.0003
C 4.1010 -0.0538 4.6546  0.0043
C 4.6076 -0.0832 3.3604  -0.0001
C 3.7940 -0.4701 2.3115  0.0023
H 2.5653 1.1871 -2.7438  0.0016
H 3.0221 1.3778 -1.0487  -0.0001
H 1.5862 2.2152 -1.6898  0.0005
H 0.4720 -2.3811 -3.2908  -0.0001
H -1.6086 -2.8945 -4.4870  0.0000
H -3.6331 -1.5303 -4.1099  0.0000
H -3.5757 0.3709 -2.5375  0.0001
H -3.0963 -0.1791 0.7364  0.0001
H -5.3790 0.1318 1.5828  0.0000
H -6.6050 2.2263 1.1131  0.0001
H -5.5426 4.0114 -0.2224  0.0000
H -3.2629 3.7125 -1.0955  0.0001
H -1.2971 2.0695 -3.7916  0.0001
H -0.7344 4.1266 -5.0207  0.0000
H -0.0595 6.1595 -3.7986  0.0001
H 0.0625 6.1443 -1.3292  0.0000
H -0.4834 4.0952 -0.0839  0.0005
H 3.0879 -2.0265 -3.3341  0.0000
H 4.5382 -3.9141 -2.7502  0.0000
H 4.7080 -4.7076 -0.4224  0.0000
H 3.4284 -3.6002 1.3740  0.0000
H -1.2779 -1.5295 0.2199  0.0026
H -3.0957 -3.0741 0.7962  0.0000
H -2.7482 -4.8062 2.5285  0.0000
H -0.5793 -4.9842 3.6885  0.0000
H 1.2479 -3.4307 3.1459  0.0000
H 0.9133 -1.0083 4.0530  0.0005
H 2.3904 -0.3655 5.9104  -0.0001
H 4.7442 0.2330 5.4762  0.0002
H 5.6393 0.1825 3.1736  -0.0001
H 4.2022 -0.5204 1.3091  0.0001
Cl 1.1205 2.5692 4.9753  0.0004
Ge -0.1035 3.1685 3.3055  0.0055
Cl 1.6823 2.6161 1.4781  0.1199
Cl -0.9696 0.8475 2.7521  0.1008

Summary:
* multiplicity: 5
* total charge: +2
* HOMO (spin up / spin down): -13.93 / -14.18 eV
* <S²>: 6.03
* LUMO (spin up / spin down): -6.43 / -6.65 eV
* gap between HOMO and LUMO (spin up / spin down): 7.496 / 7.526 eV

---

Density functional theory data (ωB97M-V/def2-TZVPD) for an isolated molecule of C4H6N2O at a distorted geometry.

Last column: Löwdin charge in e.
Positions of all 13 atoms, in Å:
C -1.9552 0.1998 0.0142  -0.2080
N -1.0152 -0.7535 -0.3040  -0.0309
C 0.2805 -0.1903 -0.1623  -0.3543
C 0.9191 0.9692 -0.1521  -0.0915
N 2.3043 0.7634 -0.0395  0.0868
C 2.4597 -0.5456 0.0259  -0.1464
O 1.2492 -1.1296 -0.1250  0.0554
H -2.2711 0.9129 -0.7967  0.0995
H -1.7670 0.8572 0.8807  0.0829
H -2.9159 -0.4073 0.3433  0.1216
H -1.0223 -1.4731 0.5418  0.1887
H 0.4228 1.8984 -0.2079  0.0979
H 3.3111 -1.1016 -0.0182  0.0983

Summary:
* HOMO: -8.80 eV
* LUMO: 0.80 eV
* gap between HOMO and LUMO: 9.597 eV
* SMILES string: CNc1cnco1

---

Density functional theory data (ωB97M-V/def2-TZVPD) for an isolated molecule of CHCl2O2P at a distorted geometry.

Last column: Löwdin charge in e.
Positions of all 7 atoms, in Å:
Cl 1.6988 -1.3727 -0.5608  0.5187
C 0.3525 -0.2539 -0.6569  -1.2984
Cl 0.8747 1.1411 -1.5714  0.5520
P 0.1304 0.3397 1.1670  0.8146
O -1.3361 -0.2793 1.4526  -0.2871
O -1.2381 1.1876 1.0541  -0.2839
H -0.4822 -0.7625 -0.8846  -0.0159

Summary:
* HOMO: -10.26 eV
* LUMO: -0.39 eV
* gap between HOMO and LUMO: 9.862 eV
* SMILES string: ClC(Cl)p1oo1

---

Density functional theory data (ωB97M-V/def2-TZVPD) for a cluster of 12 separate species, C38H75Cl22O5P in total at a distorted geometry.

Last column: Löwdin charge in e.
Positions of all 141 atoms, in Å:
C 5.4527 -0.6390 2.7408  -0.0991
C 4.7977 -0.5485 1.3381  -0.2533
C 5.0505 0.7775 0.6080  -0.2115
C 4.0030 1.8757 0.9194  -0.2023
C 3.3693 2.5044 -0.3386  -0.2054
C 1.8887 2.9113 -0.1613  -0.2021
C 1.1404 2.9100 -1.5037  -0.1900
C -0.3988 2.7394 -1.4005  -0.1555
C -0.9502 1.4500 -2.0733  -0.1309
C -1.3836 0.3234 -1.1226  -0.3639
C -2.8943 0.2759 -0.8851  -0.1219
C -3.4789 1.3977 -0.0254  -0.1519
C -5.0021 1.4885 -0.3053  -0.1851
C -5.7731 0.1844 -0.0046  -0.1615
C -6.8126 0.2880 1.1364  -0.2085
O -6.3336 -0.4898 2.2360  -0.2082
C -7.3727 -1.1959 2.9005  -0.1094
O -0.4846 0.3852 0.0286  0.0541
C 0.6759 -0.1925 -0.4209  -0.5641
O 1.7287 -0.1850 0.0867  0.2080
O 0.4417 -0.8739 -1.6156  0.0280
C -1.0016 -1.1119 -1.5595  -0.3925
C -1.4861 -1.5490 -2.9451  -0.1110
C -2.0591 -2.9827 -3.1039  -0.2052
C -0.9487 -3.9973 -3.4647  -0.2025
C -1.3093 -5.4755 -3.2563  -0.1825
C -1.7451 -5.9019 -1.8310  -0.1989
C -0.8374 -6.9708 -1.1559  -0.1854
C -0.1973 -6.5512 0.1799  -0.2325
C 1.3092 -6.2883 0.0848  -0.2664
C 1.8336 -5.4564 1.2690  -0.1167
P -1.0558 -2.4207 -0.1954  0.8376
O 0.0476 -3.3567 -0.4556  -0.3518
H 4.7046 -0.4729 3.5173  0.0616
H 6.3123 0.0200 2.8510  0.0652
H 5.7775 -1.6719 2.8856  0.0623
H 5.2419 -1.3436 0.7325  0.0985
H 3.7424 -0.7989 1.4403  0.0850
H 6.0749 1.0847 0.8800  0.0725
H 5.1046 0.5749 -0.4668  0.0991
H 3.2637 1.5175 1.6358  0.1040
H 4.5299 2.6956 1.4344  0.0684
H 3.4248 1.7757 -1.1533  0.0967
H 3.9752 3.3696 -0.6266  0.0996
H 1.8992 3.9224 0.2567  0.0981
H 1.4250 2.2641 0.5812  0.0951
H 1.3261 3.8903 -1.9542  0.1105
H 1.5608 2.1745 -2.1950  0.0928
H -0.8226 3.5539 -1.9935  0.0979
H -0.7549 2.8911 -0.3828  0.1099
H -1.8486 1.7549 -2.6127  0.0764
H -0.2344 1.1318 -2.8252  0.0857
H -3.3481 0.3248 -1.8746  0.0797
H -3.1546 -0.6970 -0.4571  0.1000
H -3.0442 2.3642 -0.2861  0.1099
H -3.3678 1.2186 1.0462  0.1261
H -5.4437 2.3559 0.1885  0.1066
H -5.0911 1.6824 -1.3805  0.0996
H -5.1347 -0.6633 0.2396  0.0904
H -6.3076 -0.0915 -0.9161  0.0847
H -6.9145 1.3260 1.4644  0.1187
H -7.7587 -0.1146 0.7698  0.1147
H -7.0208 -1.4001 3.9118  0.0863
H -7.5895 -2.1552 2.4168  0.0802
H -8.2637 -0.5669 2.9512  0.0857
H -0.6131 -1.5092 -3.6004  0.1301
H -2.2004 -0.8357 -3.3568  0.0727
H -2.6953 -3.3073 -2.2792  0.0649
H -2.7135 -2.9323 -3.9782  0.0931
H 0.0052 -3.7317 -3.0094  0.1034
H -0.7888 -3.8779 -4.5440  0.1105
H -0.4020 -6.0431 -3.4794  0.0994
H -2.0706 -5.7882 -3.9736  0.1053
H -2.7331 -6.3572 -1.9288  0.0815
H -1.8677 -5.0732 -1.1351  0.0486
H -0.0828 -7.3195 -1.8654  0.0997
H -1.4608 -7.8411 -0.9335  0.0983
H -0.7006 -5.6796 0.5999  0.0741
H -0.3209 -7.3385 0.9336  0.1057
H 1.4740 -5.6981 -0.8210  0.0979
H 1.8906 -7.2110 0.0534  0.1022
H 1.2450 -5.6881 2.1628  0.0678
H 2.8920 -5.6322 1.4640  0.0623
H 1.7202 -4.3850 1.1023  0.0481
H -0.9468 -1.8459 1.0864  0.0589
H -2.3252 -3.0525 -0.2146  -0.0023
Cl -3.7160 -5.0197 1.7957  0.5245
C -4.8736 -4.0771 0.8418  -1.0264
Cl -5.1616 -4.7896 -0.7477  0.5360
H -5.8131 -4.0347 1.3807  0.0168
H -4.4782 -3.0759 0.7068  -0.0081
Cl 3.2546 5.1857 2.9837  0.5538
C 4.7492 5.8942 2.3818  -1.0178
Cl 6.1391 5.3562 3.3323  0.4992
H 4.8846 5.5851 1.3527  -0.0325
H 4.6764 6.9748 2.4430  0.0233
Cl 8.6042 2.1021 -0.3144  0.5280
C 7.4074 3.3143 -0.7524  -1.0514
Cl 6.9340 4.2730 0.6525  0.5522
H 7.8262 3.9723 -1.5037  -0.0341
H 6.5299 2.8115 -1.1473  -0.0022
Cl -0.7428 2.6275 -5.0847  0.5405
C 0.9976 2.3404 -5.2211  -1.0035
Cl 1.6431 2.9474 -6.7501  0.5216
H 1.4980 2.8481 -4.4048  0.0108
H 1.1785 1.2721 -5.1654  0.0336
Cl 4.2960 2.4394 6.6051  0.5268
C 3.0363 3.5939 6.1543  -1.0302
Cl 2.5483 4.6058 7.5255  0.5091
H 3.4211 4.2474 5.3811  -0.0572
H 2.1706 3.0453 5.7970  0.0327
Cl 7.3013 3.9280 -4.0544  0.5459
C 7.3717 2.3773 -4.9018  -0.9991
Cl 7.3046 1.0234 -3.7711  0.5222
H 6.5262 2.3124 -5.5771  0.0242
H 8.3003 2.3256 -5.4583  0.0269
Cl -0.5557 8.1542 5.2757  0.5058
C 1.1943 7.9601 5.1303  -1.0305
Cl 1.7889 8.5368 3.5676  0.4909
H 1.6751 8.5303 5.9165  0.0268
H 1.4382 6.9078 5.2276  -0.0022
Cl -5.1637 -1.1034 -3.5972  0.5760
C -5.2601 0.0318 -4.9509  -0.9877
Cl -3.8982 1.1596 -4.9802  0.4941
H -5.2591 -0.5317 -5.8773  0.0235
H -6.1782 0.6007 -4.8596  0.0290
Cl -0.2835 1.8847 8.4232  0.4956
C 1.3131 1.1877 8.7384  -1.0209
Cl 1.4335 -0.4688 8.1393  0.4859
H 2.0623 1.7948 8.2445  -0.0466
H 1.4844 1.1820 9.8086  0.0298
Cl -5.4603 1.7636 -8.3324  0.5006
C -3.9168 2.4334 -8.8880  -1.0052
Cl -2.5492 1.7820 -7.9817  0.4807
H -3.7911 2.1855 -9.9356  0.0247
H -3.9393 3.5092 -8.7581  0.0275
Cl -1.8285 -4.5237 8.8379  0.4990
C -2.0574 -3.6239 7.3327  -1.0265
Cl -0.7967 -2.4089 7.0984  0.4789
H -2.0304 -4.3203 6.5045  0.0208
H -3.0186 -3.1238 7.3701  0.0227

Summary:
* HOMO: -10.00 eV
* LUMO: 0.17 eV
* gap between HOMO and LUMO: 10.170 eV
* SMILES string: CCCCCCCCC[C@]1(CCCCCOC)OC(=O)O[C@@]1(CCCCCCCCC)[PH2]=O.ClCCl.ClCCl.ClCCl.ClCCl.ClCCl.ClCCl.ClCCl.ClCCl.ClCCl.ClCCl.ClCCl

---

| no. | E_tot (a.u.) |
| --- | --- |
| 1 | -7121.61752 |
| 2 | -340.71048 |
| 3 | -1450.81286 |
| 4 | -12334.58600 |